{
  "formula": "C2H6",
  "method": "ωB97M-V/def2-TZVPD",
  "max_force_ev_per_a": 3.63,
  "e_tot_ha": -79.63139,
  "spin_multiplicity": 1,
  "orbital_gap_ev": [9.54, 8.67],
  "total_charge": 0,
  "homo_ev": [-9.26, -8.64],
  "e_above_lowest_kcal_mol": 100.7,
  "symbols": ["C", "C", "H", "H", "H", "H", "H", "H"],
  "xyz": [[0.806, -0.163, -0.148], [-0.667, -0.190, -0.214], [1.307, -1.159, -0.206], [1.296, 0.651, -0.720], [0.833, 0.132, 0.820], [-1.271, 1.387, 1.019], [-1.174, -0.889, 0.450], [-1.130, 0.231, -1.001]]
}



{
  "formula": "C2H6",
  "method": "ωB97M-V/def2-TZVPD",
  "max_force_ev_per_a": 12.86,
  "e_tot_ha": -79.68064,
  "spin_multiplicity": 1,
  "orbital_gap_ev": 12.71,
  "total_charge": 0,
  "homo_ev": -11.49,
  "e_above_lowest_kcal_mol": 69.8,
  "symbols": ["C", "C", "H", "H", "H", "H", "H", "H"],
  "xyz": [[-0.793, -0.060, -0.023], [0.770, -0.015, -0.035], [-1.090, 0.114, -0.939], [-1.156, -0.937, 0.161], [-1.118, 0.983, 0.788], [1.096, -0.621, -0.594], [1.153, -0.449, 1.063], [1.139, 0.987, -0.420]]
}



{
  "formula": "C2H62ClFNO32S",
  "method": "ωB97M-V/def2-TZVPD",
  "max_force_ev_per_a": 2.06,
  "e_tot_ha": -3533.74831,
  "spin_multiplicity": 1,
  "orbital_gap_ev": 5.75,
  "total_charge": 1,
  "homo_ev": -11.78,
  "symbols": ["O", "C", "F", "N", "C", "O", "S", "Cl", "H", "H", "O", "H", "H", "O", "H", "H", "O", "H", "H", "O", "H", "H", "O", "H", "H", "O", "H", "H", "O", "H", "H", "O", "H", "H", "O", "H", "H", "O", "H", "H", "O", "H", "H", "O", "H", "H", "O", "H", "H", "O", "H", "H", "O", "H", "H", "O", "H", "H", "O", "H", "H", "O", "H", "H", "O", "H", "H", "O", "H", "H", "O", "H", "H", "O", "H", "H", "O", "H", "H", "O", "H", "H", "O", "H", "H", "O", "H", "H", "O", "H", "H", "O", "H", "H", "O", "H", "H", "O", "H", "H"],
  "xyz": [[-0.430, 3.003, -2.273], [-0.504, 1.820, -2.243], [0.283, 1.068, -1.534], [-1.405, 1.055, -2.990], [-2.611, 1.709, -3.290], [-2.998, 2.084, -4.336], [-3.688, 1.986, -1.759], [-4.888, 0.471, -1.727], [-1.500, 0.097, -2.650], [-4.498, 3.006, -2.099], [0.077, -0.965, -4.961], [0.137, -1.758, -4.414], [-0.472, -0.375, -4.441], [-5.941, 0.193, -4.635], [-6.202, -0.116, -5.513], [-5.070, 0.567, -4.793], [3.109, -0.326, -0.369], [3.755, 0.139, -0.913], [2.276, 0.107, -0.587], [3.696, -3.335, -0.795], [3.569, -2.427, -0.483], [2.803, -3.671, -0.929], [-4.628, 0.837, 1.230], [-4.356, 0.085, 1.769], [-4.964, 1.464, 1.891], [-2.000, 2.043, 0.925], [-2.148, 2.968, 1.161], [-2.890, 1.662, 0.882], [-3.236, 4.648, 2.487], [-3.049, 3.862, 3.019], [-3.653, 5.237, 3.125], [1.817, -1.683, -2.853], [2.218, -1.417, -3.688], [2.527, -1.590, -2.206], [3.450, -3.433, -4.758], [2.562, -3.545, -4.405], [3.336, -2.998, -5.609], [3.990, -3.606, 2.125], [3.840, -3.712, 1.174], [4.905, -3.301, 2.202], [2.511, 2.110, -3.843], [1.893, 2.568, -3.268], [2.133, 2.181, -4.729], [4.524, -6.003, 3.751], [4.173, -5.120, 3.574], [3.979, -6.578, 3.205], [-5.132, 1.386, 4.087], [-4.869, 0.640, 4.637], [-5.477, 2.037, 4.708], [6.461, -2.175, 3.464], [6.611, -3.025, 3.893], [6.046, -1.636, 4.152], [7.378, -4.829, 1.161], [6.675, -4.933, 1.812], [6.988, -4.293, 0.463], [4.606, -0.843, 5.819], [4.490, 0.058, 6.145], [3.708, -1.177, 5.695], [-5.574, -2.668, -4.015], [-5.737, -1.719, -3.951], [-6.433, -3.092, -3.902], [-2.968, 3.470, 5.298], [-2.271, 3.860, 5.835], [-2.855, 2.520, 5.409], [-5.868, -5.496, -3.366], [-5.516, -6.150, -2.755], [-5.128, -4.912, -3.567], [2.991, 3.484, -6.164], [3.075, 3.708, -7.096], [3.874, 3.584, -5.795], [1.092, -4.998, 3.650], [1.320, -5.807, 4.117], [1.877, -4.441, 3.708], [-5.525, 1.614, -7.010], [-5.622, 1.668, -7.968], [-4.597, 1.835, -6.873], [-0.323, 4.793, 0.313], [-0.453, 4.098, -0.340], [-1.213, 5.070, 0.557], [2.948, 2.643, -0.787], [3.605, 3.076, -1.344], [2.117, 3.073, -1.017], [2.033, -1.337, 2.345], [2.120, -1.029, 1.439], [2.930, -1.298, 2.690], [-7.619, 1.809, 0.505], [-6.719, 1.582, 0.255], [-7.964, 1.021, 0.936], [5.645, 1.786, 7.236], [5.737, 2.116, 6.336], [6.537, 1.836, 7.595], [0.982, 1.513, 1.400], [1.682, 1.905, 0.864], [0.163, 1.954, 1.144], [-3.142, 4.951, -0.833], [-3.932, 5.436, -0.564], [-2.878, 5.358, -1.668], [2.225, -2.799, 7.055], [2.912, -2.502, 7.662], [2.289, -3.760, 7.074]]
}



{
  "formula": "C2H6AsF6N2O6RhS",
  "method": "ωB97M-V/def2-TZVPD",
  "max_force_ev_per_a": 2.80,
  "e_tot_ha": -3984.02297,
  "spin_multiplicity": 2,
  "orbital_gap_ev": [4.36, 4.76],
  "total_charge": 1,
  "homo_ev": [-13.93, -13.91],
  "e_above_lowest_kcal_mol": 106.1,
  "symbols": ["Rh", "C", "O", "C", "O", "N", "N", "H", "H", "H", "H", "H", "H", "F", "As", "F", "F", "F", "F", "F", "O", "S", "O", "O", "O"],
  "xyz": [[-0.354, -1.765, -0.692], [2.152, 3.257, -0.222], [2.127, 1.876, -0.587], [1.059, 1.176, -0.684], [1.034, 0.047, -1.129], [-0.161, 1.792, -0.215], [-1.347, 1.286, -0.489], [3.147, 3.612, -0.498], [2.046, 3.371, 0.860], [1.398, 3.829, -0.765], [-0.088, 2.374, 0.624], [-1.451, 0.672, -1.341], [-2.068, 1.266, 0.230], [0.032, -0.450, 1.387], [0.588, -2.070, 2.304], [1.348, -2.391, 0.560], [1.038, -3.583, 2.871], [2.043, -1.237, 2.681], [-0.263, -1.518, 3.669], [-0.898, -2.702, 1.483], [-1.463, -0.631, -2.389], [-2.396, -1.799, -2.093], [-1.390, -2.940, -2.051], [-2.600, -1.544, -0.617], [-3.534, -1.929, -2.898]]
}



{
  "formula": "C2H6B2O7Sr",
  "method": "ωB97M-V/def2-TZVPD",
  "max_force_ev_per_a": 11.54,
  "e_tot_ha": -686.44739,
  "spin_multiplicity": 1,
  "orbital_gap_ev": 7.98,
  "total_charge": 2,
  "homo_ev": -17.64,
  "symbols": ["C", "O", "B", "O", "O", "C", "O", "O", "B", "O", "O", "H", "H", "H", "H", "H", "H", "Sr"],
  "xyz": [[1.916, -0.900, 0.481], [1.618, -0.123, -0.724], [0.872, 1.078, -0.411], [0.879, 2.041, -1.318], [0.216, 1.210, 0.750], [-1.181, 1.396, 0.599], [-1.751, 2.122, 1.303], [-1.659, 0.702, -0.429], [-2.188, -0.574, -0.095], [-1.985, -1.569, -0.979], [-2.873, -0.772, 1.016], [2.877, -1.453, 0.324], [2.078, -0.247, 1.360], [1.180, -1.638, 0.730], [0.112, 2.000, -1.896], [-1.238, -1.322, -1.518], [-2.574, -1.516, 1.531], [3.701, -0.435, -0.724]]
}



{
  "formula": "C2H6BF4O2Tl",
  "method": "ωB97M-V/def2-TZVPD",
  "max_force_ev_per_a": 7.34,
  "e_tot_ha": -826.20026,
  "spin_multiplicity": 1,
  "orbital_gap_ev": 5.24,
  "total_charge": 2,
  "homo_ev": -20.93,
  "e_above_lowest_kcal_mol": 62.8,
  "symbols": ["Tl", "B", "F", "F", "F", "F", "C", "C", "O", "O", "H", "H", "H", "H", "H", "H"],
  "xyz": [[13.896, -10.906, 14.958], [11.941, -9.566, 14.292], [12.529, -9.323, 15.554], [11.683, -10.891, 14.071], [10.855, -8.713, 14.212], [12.943, -9.175, 13.401], [13.960, -9.299, 17.272], [14.278, -8.375, 16.157], [15.037, -8.954, 15.162], [12.887, -10.240, 17.028], [13.775, -8.690, 18.157], [14.838, -9.687, 17.789], [14.936, -7.600, 16.550], [13.459, -7.864, 15.650], [15.804, -8.420, 14.944], [12.515, -10.534, 17.863]]
}